The following is a DFT calculation (wB97M-V/def2-TZVPD) of a cluster of 16 separate species, C72H172N4O16 in total at a distorted geometry.

Results
- HOMO-LUMO gap: 8.84 eV
- E: -116168.211 eV

Structure (ORCA input):
```
! wB97M-V def2-TZVPD RIJCOSX def2/J DEFGRID3
* xyz 0 1
O 4.99208 1.23027 -0.55223
O 1.52967 4.23155 -1.63403
O 1.40636 -6.42526 1.80838
O -6.35716 -1.48763 -0.37143
O 2.09860 -0.67438 6.10466
O 2.78485 2.08759 5.97295
O -2.50724 1.98735 5.51935
O -1.26432 -2.19204 0.62350
O -0.92504 -4.64413 2.22425
O -0.60837 5.19122 -3.34711
O -3.84985 4.30381 5.31652
O -0.08564 -2.73829 -5.38527
O -3.93137 -4.26714 -3.26437
O 0.14948 -1.16367 -7.91826
O 3.73588 2.79435 -2.37827
O -4.28261 -3.22277 -0.22960
N -1.29101 -0.80498 0.14856
N 4.32940 2.28397 -3.58751
N -3.68623 5.37130 4.28564
N 2.22317 -5.89943 0.75908
C -1.55885 0.52678 -7.45319
C 5.73899 2.85000 -5.45502
C 1.02221 -4.83162 -4.59456
C 3.40271 -1.33371 6.21066
C -1.16612 -5.99284 4.18036
C -2.31549 -0.24548 6.50818
C 3.62960 -6.59149 -1.11172
C -0.09657 0.26593 -7.71158
C -5.45380 0.59633 -1.34840
C -2.47633 6.19484 4.68052
C -0.02367 1.59796 -0.87846
C 0.77680 -0.46503 1.60154
C 4.79121 -5.90580 -0.38214
C 4.31684 4.70871 -4.54394
C -5.35759 0.16877 1.09022
C 3.36011 1.53731 -4.38014
C 2.47119 -3.83935 1.89034
C 5.05835 3.41185 -4.22914
C -4.48535 1.18215 6.63988
C 3.24473 -5.09339 1.41762
C -3.80334 -2.57526 -5.05975
C -2.91968 3.67630 2.50247
C 2.27991 2.30735 4.63159
C 3.80770 -1.25595 7.59884
C 4.85837 2.07397 -6.35981
C 4.57208 -0.88908 0.35004
C -0.66647 -4.71300 -6.57489
C 0.41255 1.11491 -8.91744
C -1.00956 -4.58879 3.65181
C 4.25547 0.93906 -5.53588
C 3.05798 5.93230 -0.68705
C -0.79288 0.64540 -1.73382
C 0.73934 2.34421 4.80772
C -2.48699 6.64719 2.14768
C 2.82863 0.36236 -3.53774
C 4.28867 -4.69252 0.37198
C 0.62607 -1.49367 -1.52551
C -1.10609 5.43640 4.84079
C -2.61996 4.44546 -1.96899
C -2.08213 3.43994 -4.19022
C -5.24220 4.13946 3.03190
C -3.85414 4.76896 2.96916
C -2.15004 -3.63761 4.07882
C -5.33155 -4.88224 1.19847
C -0.60311 1.46001 0.52257
C 2.13321 4.80362 -0.41905
C -4.64224 -3.55436 -4.25783
C -5.81482 -2.79885 -3.68755
C 6.20184 3.78900 -3.28287
C -4.05207 -4.24524 0.72760
C -1.47675 0.16388 2.39785
C -0.63159 0.06668 1.16482
C 2.13221 2.21196 -4.96924
C 2.56248 -7.03137 -0.13414
C -1.97729 4.72337 -3.32807
C -2.38928 7.21129 3.53675
C -1.70246 -1.70339 -2.08247
C 4.29561 0.54874 0.48915
C -2.82883 6.99972 5.94562
C 1.34755 -7.35845 -0.89315
C -0.75453 -0.84207 -1.29178
C 4.36111 -0.82593 5.18822
C -3.20580 0.82338 5.79485
C 0.82837 5.18101 0.34511
C -6.15560 -0.06108 -0.18254
C -0.22128 -4.17483 -5.24903
C 4.82644 1.14646 1.77866
C -3.77337 5.91683 2.03878
C 2.75292 3.59157 3.94223
C 3.05196 -8.32342 0.67958
C 3.98391 -5.67902 2.67243
C -3.16305 -5.29459 0.05572
H 0.71421 -1.90670 -2.53502
H 6.75678 4.57670 -3.73889
H -2.69859 -1.37872 -1.81732
H 1.29443 1.48250 -5.11078
H 0.99009 -6.53858 -1.54533
H 4.75024 2.24638 1.83893
H 4.28632 -0.31050 7.77519
H -3.22059 3.58865 5.13114
H 5.04378 5.48357 -4.91251
H -5.88594 4.57371 3.75117
H 5.53226 -5.63619 -1.12741
H 5.30597 -6.62749 0.26864
H 4.12580 -1.50114 1.13734
H 3.22483 -5.95142 -1.85158
H 2.45990 6.81522 -1.00634
H -3.66951 4.26980 -2.02147
H -5.02303 -2.65910 -0.04522
H 3.69742 -0.14388 -3.07531
H 3.82810 3.64147 3.79487
H -3.09331 -4.09080 3.80021
H -0.21795 2.09351 1.29560
H 1.29097 -4.35070 -3.63539
H 0.27538 2.37857 3.84268
H -2.55612 5.25935 -1.26122
H -2.51259 0.44909 2.14244
H -1.90220 7.43448 6.34653
H 2.28886 0.81676 -2.72176
H 2.96416 -1.44230 8.28988
H 2.63573 4.02238 0.18447
H -5.52638 -2.03138 -2.92479
H 1.39373 0.73225 -9.28213
H -4.58138 6.62928 2.13406
H -5.58829 1.67278 -1.34773
H 0.83003 -1.49678 2.01096
H -0.23283 6.05859 5.06329
H 0.76519 -2.25990 -0.80117
H 1.09637 5.65321 1.29362
H -1.97844 3.97727 2.11725
H 0.30490 4.26725 0.67956
H 3.65537 6.23651 0.16998
H 1.68944 2.95840 -4.30323
H 5.09453 0.39643 -5.04966
H 5.31757 -1.27154 5.40257
H 3.97087 -1.08158 4.23507
H -2.17547 -4.97901 -0.24178
H -3.68578 -5.58880 -0.87380
H 6.48958 2.20423 -5.05708
H -2.54975 5.49313 -3.79966
H -5.74206 0.22967 -2.31456
H -4.36423 0.47066 -1.13983
H 5.11280 -4.10384 0.81042
H -5.35261 0.51033 6.42367
H -1.01452 0.93517 2.97125
H 2.46956 4.48999 4.49650
H -1.48603 7.77811 3.69901
H 0.85077 -5.88029 -4.34285
H -5.62867 -5.66040 0.47558
H -0.88170 4.86980 3.92767
H 2.18878 0.24254 6.32590
H -7.12410 -1.62346 -0.94802
H -4.36337 -0.29647 1.06063
H 0.80367 -1.21594 -8.62486
H 2.66420 -8.26955 1.69098
H 6.79868 2.89131 -3.13462
H -2.10294 -6.41542 3.75431
H -6.34594 -2.20280 -4.46400
H -2.13104 -2.53358 0.33245
H 1.89397 -4.79199 -5.29219
H -3.82422 5.51256 1.03148
H -1.59310 -2.77339 -1.90382
H -3.49260 7.85311 5.77614
H 4.08475 2.73261 -6.84550
H 2.27705 -0.35804 -4.15561
H -3.07059 -6.16915 0.72498
H -3.74670 -1.66623 -4.50970
H 0.00236 -2.47610 -6.32272
H 3.10102 -3.17264 2.52643
H -1.67776 1.72679 5.14724
H 2.68371 -9.27559 0.27615
H -2.05195 3.59066 -5.24565
H -1.17817 2.87153 -3.98609
H -7.11025 0.37548 -0.03800
H -2.81195 -3.04525 -5.02376
H -1.03035 -4.24606 -4.52451
H 3.84217 5.70264 -1.42657
H -6.15613 -4.18514 1.15496
H 2.26640 3.71136 3.01397
H 4.05917 2.22406 -1.66031
H 4.25506 -1.25767 -0.59589
H -3.20265 7.92456 3.72700
H 0.40001 3.22790 5.30958
H -4.87000 2.17278 6.31230
H -3.49510 0.25583 4.88578
H -0.79876 -5.84161 -6.51447
H -6.53500 -3.46960 -3.22377
H -1.80693 1.03511 -1.80866
H -5.12799 3.13758 3.43152
H 0.48622 0.46351 -6.83102
H -2.17229 3.57990 -1.43297
H 4.20763 0.74635 2.58589
H -2.74133 2.97327 3.31923
H 3.90010 -7.50650 -1.62890
H 0.06634 4.75218 -2.78927
H -5.88269 -0.14562 1.99304
H -3.38167 3.10008 1.69029
H -1.72424 0.16314 -6.44342
H -2.24332 -3.43951 5.18225
H 1.63715 -4.16023 2.53424
H 3.44372 4.60701 -5.21783
H 2.15674 -3.24464 1.02511
H 1.62405 -8.12123 -1.59778
H 3.77230 -4.02478 -0.34126
H 4.09068 -4.92074 3.41207
H -5.02956 -4.27773 -4.98517
H 1.14334 0.10027 2.44606
H -1.24140 4.67049 5.60058
H 2.63769 1.39447 4.13677
H 0.37584 1.40980 5.27324
H -0.35882 0.95133 -9.71575
H -2.20349 -0.05017 -8.19992
H 2.27119 3.88488 -2.16767
H 5.83520 0.83261 1.93186
H 5.66072 -1.09739 0.37294
H 3.79570 0.27689 -6.22879
H 0.13550 5.69978 -0.27006
H 1.45776 -0.81884 -1.42277
H 6.14304 3.72690 -5.89378
H 3.09012 -2.34867 5.94994
H 5.23316 0.65382 -1.30322
H 4.55800 -2.01849 7.91104
H 0.59430 -5.90460 1.57941
H -1.55467 -0.80208 2.93027
H 0.02053 -4.42881 -7.42128
H 4.14009 -8.40568 0.71672
H -0.06288 -4.05829 3.92630
H -1.66307 -0.74503 5.79211
H 3.88234 5.17972 -3.67748
H -4.15916 -2.34192 -6.07046
H -2.11446 -2.66275 3.66362
H -5.80262 4.03267 2.11945
H 3.32968 -6.40020 3.23705
H 1.51710 -0.36952 0.79546
H -2.91396 2.78428 -3.92521
H 0.47098 2.17275 -8.60929
H 4.46955 0.27492 5.25603
H -0.10454 2.64048 -1.19091
H 2.62426 2.88343 6.50064
H 5.42798 1.57608 -7.19721
H -3.31083 6.36519 6.66659
H -1.78370 1.60867 -7.43530
H 1.05532 1.43187 -0.89163
H -1.61926 0.14399 7.23509
H 0.54009 -7.72553 -0.21931
H -1.53481 6.09283 1.92163
H -3.90652 -3.74501 -2.42215
H -1.56912 -4.21648 -6.84435
H -0.38836 0.71658 -2.72584
H -3.50776 -3.79907 1.55870
H 2.28885 2.64731 -5.98297
H -0.35363 -6.64385 3.74538
H -1.06549 -6.03541 5.26404
H 5.86752 4.30385 -2.36883
H 4.96846 -6.04574 2.46313
H -5.38981 -5.27088 2.24509
H 3.18619 0.73011 0.44168
H -2.55506 7.52738 1.44707
H -1.68229 1.67137 0.40980
H -4.23033 1.21581 7.65991
H -2.91816 -1.07324 6.97002
H -1.57834 -1.37685 -3.14508
H -0.83766 -3.72608 1.87629
H -5.21849 1.26511 1.13385
*
```